[1]
C19H16Cl2N4 | ωB97M-V/def2-TZVPD

Last column: natural (NBO) charge in e.
Atoms and positions in Å:
N (5.18327, 6.18107, 2.27257)  -0.8009
C (4.51471, 5.15138, 1.65088)  0.3318
C (3.70962, 5.37537, 0.55478)  -0.2672
C (2.94186, 4.28737, 0.11621)  -0.1492
C (2.99501, 3.04083, 0.77453)  0.1070
C (2.06350, 1.88378, 0.50585)  -0.0532
C (2.08930, 0.69660, 1.25607)  -0.2016
C (1.22260, -0.36086, 1.03283)  -0.1499
C (0.32301, -0.34870, -0.01594)  -0.0276
C (0.21416, 0.84342, -0.78758)  -0.0383
C (1.08611, 1.90473, -0.52207)  -0.1874
C (-0.67236, 0.91790, -1.97436)  -0.2446
N (-0.97726, -0.42864, -2.49883)  -0.6209
C (-1.49461, -1.39295, -1.50435)  -0.2116
C (-0.49389, -1.57905, -0.38313)  -0.2738
C (-1.26856, -2.23170, 0.77022)  -0.0121
C (-2.10384, -1.49682, 1.61390)  -0.2038
C (-2.95840, -2.11922, 2.54647)  -0.2160
C (-2.90975, -3.51312, 2.67050)  -0.0425
Cl (-4.10037, -4.23852, 3.76442)  -0.0007
C (-2.04170, -4.29562, 1.85823)  -0.0754
Cl (-1.98308, -6.04233, 1.95807)  0.0263
C (-1.26162, -3.62315, 0.92592)  -0.1709
N (3.86697, 2.93417, 1.79267)  -0.1894
N (4.63583, 3.94964, 2.23543)  -0.2609
H (5.51542, 5.91507, 3.19254)  0.4036
H (4.81160, 7.12359, 2.13283)  0.3893
H (3.62851, 6.32414, 0.04522)  0.2225
H (2.32049, 4.40372, -0.71664)  0.2058
H (2.77001, 0.65411, 2.11689)  0.2371
H (1.30133, -1.23168, 1.65633)  0.2096
H (1.01326, 2.80948, -1.08750)  0.1941
H (-1.56884, 1.49883, -1.73728)  0.2033
H (-0.14500, 1.44425, -2.79486)  0.2116
H (-0.19108, -0.83106, -2.98746)  0.3573
H (-2.42158, -0.96472, -1.07580)  0.1929
H (-1.71870, -2.37717, -1.93403)  0.2129
H (0.28336, -2.33942, -0.71878)  0.2149
H (-2.15208, -0.42383, 1.55969)  0.2219
H (-3.63002, -1.54586, 3.18258)  0.2374
H (-0.70093, -4.25879, 0.24922)  0.2183

Calculated values
gap between HOMO and LUMO: 8.643 eV
HOMO level: -8.28 eV
energy relative to the best compared isomer or geometry (same formula, charge and spin): 0.0 kcal per mole



[2]
C19H16Cl3N2O5OsS | ωB97M-V/def2-TZVPD

Last column: natural (NBO) charge in e.
Atoms and positions in Å:
Os (-0.07494, -0.38188, 0.28932)  1.0407
O (-0.80240, 0.79810, 2.14561)  -0.6026
C (-0.78925, -0.31571, 2.74963)  0.7696
O (-0.35800, -1.31717, 2.08845)  -0.6296
C (-1.25806, -0.47793, 4.13994)  -0.1176
C (-1.37631, -1.75589, 4.68066)  -0.1554
C (-1.83585, -1.91127, 5.97719)  -0.1984
C (-2.16421, -0.77958, 6.69992)  0.0685
C (-2.06143, 0.49436, 6.17900)  -0.2004
C (-1.60505, 0.64441, 4.88279)  -0.1580
N (-2.62917, -0.93870, 8.10464)  0.5237
O (-2.69073, -2.06867, 8.54685)  -0.3503
O (-2.91719, 0.07347, 8.71446)  -0.3534
H (-1.11180, -2.61709, 4.08049)  0.2434
H (-1.93758, -2.88488, 6.43308)  0.2650
H (-2.33173, 1.34329, 6.78861)  0.2638
H (-1.51382, 1.62939, 4.43977)  0.2393
Cl (4.32741, 0.88847, 3.43512)  0.1278
C (4.33542, 0.47004, 1.73505)  -0.2480
Cl (5.20613, -1.03022, 1.45157)  0.1244
Cl (5.00368, 1.78148, 0.76633)  0.1079
C (2.94531, 0.25430, 1.29771)  0.4294
N (1.86917, 0.09149, 0.96837)  -0.4143
C (2.32518, 6.40126, 0.07286)  -0.6451
C (1.97372, 5.07434, -0.53843)  0.0964
C (2.89130, 4.38184, -1.32445)  -0.2510
C (2.58562, 3.16373, -1.89745)  0.0862
C (3.62419, 2.47097, -2.75228)  -0.6571
C (1.32492, 2.57766, -1.61083)  -0.1985
C (1.17064, 1.22302, -2.05719)  0.4603
O (0.51789, 0.29232, -1.54676)  -0.5970
C (0.34316, 3.30983, -0.89038)  0.0850
C (-1.10163, 2.89218, -0.79311)  -0.6569
C (0.70082, 4.53574, -0.36520)  -0.2356
H (3.33080, 6.71749, -0.20073)  0.2274
H (2.26380, 6.34589, 1.16294)  0.2382
H (1.62027, 7.17046, -0.24898)  0.2421
H (3.87134, 4.81654, -1.49545)  0.2221
H (4.50432, 3.10220, -2.85654)  0.2386
H (3.24610, 2.27035, -3.75715)  0.2349
H (3.94678, 1.52232, -2.31893)  0.2227
H (1.75196, 0.92946, -2.93097)  0.1783
H (-1.40078, 2.24077, -1.60920)  0.2256
H (-1.73300, 3.77945, -0.81959)  0.2403
H (-1.31258, 2.39143, 0.14739)  0.2458
H (-0.04237, 5.10262, 0.18854)  0.2247
S (-1.94280, -1.12964, -0.45197)  -0.0026

Calculated values
gap between HOMO and LUMO (spin up / spin down): 5.993 / 5.986 eV
HOMO level (spin up / spin down): -11.51 / -11.51 eV
net charge: +1
energy relative to the best compared isomer or geometry (same formula, charge and spin): 21.7 kcal per mole



[3]
C19H16ClN2O4V | ωB97M-V/def2-TZVPD

Last column: natural (NBO) charge in e.
Atoms and positions in Å:
V (-2.53628, -1.28548, -0.52153)  0.9408
O (-6.16590, -0.45244, -0.60502)  -0.7720
Cl (-4.78972, -0.78543, -0.58500)  2.4523
O (-4.53743, -2.12946, -1.14426)  -0.8181
O (-3.97106, 0.17018, -1.34312)  -0.7637
O (-4.24876, -0.83403, 0.79199)  -0.8084
C (-2.88885, -4.00280, 1.70148)  -0.6639
C (-1.84889, -4.02364, 0.63939)  0.3971
N (-1.55317, -3.03899, -0.18474)  -0.5045
C (-0.50302, -3.48299, -0.97123)  -0.0596
C (-0.17430, -4.74756, -0.61620)  -0.1111
N (-1.03889, -5.07812, 0.40925)  -0.5120
H (-3.45496, -3.07614, 1.64608)  0.2630
H (-2.42827, -4.06281, 2.68919)  0.2294
H (-3.58421, -4.83618, 1.58876)  0.2224
H (-0.05759, -2.83105, -1.70227)  0.2475
H (0.58476, -5.41845, -0.97342)  0.2205
H (-1.05431, -5.94071, 0.92170)  0.4143
C (-0.97350, -0.15181, -0.35144)  -0.6685
C (-0.03638, 0.66264, -0.26362)  0.0314
C (1.01054, 1.56373, -0.15668)  -0.3688
C (0.81192, 2.88293, -0.75971)  0.0110
C (-0.49832, 3.36645, -0.96222)  -0.2265
C (-0.74903, 4.58554, -1.56374)  -0.2148
C (0.29221, 5.39619, -2.00501)  -0.2913
C (1.59206, 4.93419, -1.84343)  -0.2363
C (1.84878, 3.71032, -1.24384)  -0.2016
C (2.20254, 1.12062, 0.55563)  0.0132
C (2.44690, -0.26052, 0.72940)  -0.1856
C (3.54261, -0.73505, 1.42518)  -0.2341
C (4.46401, 0.13565, 2.00027)  -0.3020
C (4.23425, 1.49980, 1.87046)  -0.2153
C (3.13702, 1.98233, 1.17457)  -0.2536
H (-1.32400, 2.74661, -0.63440)  0.2227
H (-1.77621, 4.91169, -1.68743)  0.1934
H (0.09471, 6.35406, -2.47052)  0.1904
H (2.42377, 5.52923, -2.20607)  0.1891
H (2.86917, 3.36871, -1.17956)  0.1953
H (1.73589, -0.95668, 0.29954)  0.2073
H (3.68378, -1.80711, 1.52004)  0.1869
H (5.32569, -0.23708, 2.54003)  0.1895
H (4.91596, 2.20646, 2.33247)  0.1898
H (2.97645, 3.04720, 1.13898)  0.2046

Calculated values
multiplicity: 4
gap between HOMO and LUMO (spin up / spin down): 4.150 / 4.282 eV
HOMO level (spin up / spin down): -1.96 / -2.11 eV
net charge: -1
energy relative to the best compared isomer or geometry (same formula, charge and spin): 87.8 kcal per mole



[4]
C19H16ClN5O5PdS | ωB97M-V/def2-TZVPD

Last column: natural (NBO) charge in e.
Atoms and positions in Å:
Pd (-0.31684, 0.44163, -0.66607)  0.0984
O (-0.95644, 1.97598, 5.43760)  -0.7405
C (-0.55436, 0.76206, 5.49546)  0.7761
O (-0.47031, 0.08162, 6.51334)  -0.6900
C (-0.13470, 0.15116, 4.17747)  -0.2592
C (0.46423, -1.07409, 3.99664)  0.1457
Cl (0.72515, -2.29996, 5.15877)  0.0522
N (0.75186, -1.22641, 2.67132)  -0.2125
N (0.32571, -0.15719, 1.97775)  -0.2267
C (-0.20705, 0.67143, 2.85247)  0.0300
C (-0.81084, 1.94742, 2.31587)  0.7728
O (-1.12372, 2.84684, 3.19358)  -0.7008
O (-0.97765, 2.07603, 1.11577)  -0.6440
C (1.34227, -2.31219, 1.95447)  0.2148
C (1.00270, -2.49460, 0.61712)  -0.2422
C (1.51817, -3.58206, -0.07321)  -0.1994
C (2.38799, -4.47119, 0.54456)  -0.2266
C (2.77470, -4.23911, 1.85457)  -0.2233
C (2.26139, -3.15950, 2.56104)  -0.2473
H (-1.02584, 2.45680, 4.23840)  0.4881
H (0.41856, -1.76065, 0.07035)  0.2588
H (1.23041, -3.73752, -1.10772)  0.2358
H (2.77115, -5.32334, -0.00275)  0.2046
H (3.48499, -4.89551, 2.34252)  0.1988
H (2.58588, -2.98411, 3.57353)  0.2220
C (4.13743, 0.30978, -1.99664)  -0.6330
C (2.87970, 0.31596, -1.14592)  -0.6152
S (1.32432, 0.63416, -2.04874)  1.2813
O (1.64654, 1.78353, -2.95601)  -1.0390
C (1.40984, -0.81213, -3.14868)  -0.6118
C (0.15892, -0.88656, -4.00487)  -0.6276
H (5.02398, 0.41053, -1.36679)  0.1982
H (4.11114, 1.14931, -2.69441)  0.2303
H (4.23848, -0.61451, -2.56595)  0.1975
H (2.90321, 1.12622, -0.41592)  0.2274
H (2.71598, -0.61224, -0.59441)  0.2247
H (1.50721, -1.69561, -2.51178)  0.2154
H (2.30924, -0.70386, -3.75824)  0.2011
H (-0.73028, -0.90938, -3.37304)  0.2323
H (0.17032, -1.79144, -4.61471)  0.2122
H (0.08502, -0.01237, -4.65405)  0.2092
N (-1.85201, -1.18512, -0.76832)  -0.4901
C (-2.08152, -2.24015, -1.18554)  0.3642
C (-2.30429, -3.49793, -1.77218)  -0.6198
C (-1.25925, -4.07803, -2.51927)  0.3375
N (-0.40011, -4.55671, -3.13200)  -0.4638
C (-3.51883, -4.19122, -1.59271)  0.3296
N (-4.51010, -4.77253, -1.45456)  -0.4463

Calculated values
gap between HOMO and LUMO: 6.171 eV
HOMO level: -1.82 eV
net charge: -2
energy relative to the best compared isomer or geometry (same formula, charge and spin): 9.9 kcal per mole



> The highest energy relative to the best compared isomer or geometry (same formula, charge and spin) belongs to which entry?

C19H16ClN2O4V



> What is the energy relative to the best compared isomer or geometry (same formula, charge and spin) in the fourth record?

9.9 kcal per mole